No. 1
Below is a 2-piece molecular cluster, C6H10O overall, with properties calculated with ωB97M-V/def2-TZVPD.

Output
**Gap between HOMO and LUMO**: 8.982 eV
**Energy**: -8425.4787 eV
**Relative energy (zero: lowest compared OMol25 entry of this formula, charge and spin)**: 132.9 kcal per mole

XYZ file:
```
17
C6H10O, DFT ωB97M-V/def2-TZVPD
C 1.06 2.57 -0.55
C 1.71 1.80 -1.42
C -1.46 0.55 0.40
C -1.66 -0.77 1.02
C -0.91 -2.00 0.47
C 0.37 -1.26 0.84
O -0.37 -0.15 1.48
H 0.77 2.21 0.43
H 0.77 3.59 -0.81
H 1.98 2.16 -2.41
H 2.00 0.78 -1.18
H -0.94 0.40 -0.56
H -2.40 -0.90 1.80
H -1.07 -2.91 1.05
H -1.08 -2.20 -0.59
H 0.99 -1.74 1.60
H 0.99 -0.88 0.03
```

---

No. 2
Below is a 2-piece molecular cluster, C4H6FN overall, with properties calculated with ωB97M-V/def2-TZVPD.

Output
**Gap between HOMO and LUMO (alpha / beta)**: 9.594 / 9.597 eV
**Energy**: -8449.4997 eV
**Relative energy (zero: lowest compared OMol25 entry of this formula, charge and spin)**: 65.4 kcal per mole

XYZ file:
```
12
C4H6FN, DFT ωB97M-V/def2-TZVPD
C -1.31 0.78 -0.17
C 0.56 0.20 1.27
C 0.57 -0.40 -1.32
C -0.10 0.05 -0.07
N -2.23 1.46 -0.15
F -1.26 -1.61 0.58
H -0.44 0.40 1.82
H 1.10 -0.68 1.48
H 1.09 1.13 1.30
H 1.16 0.42 -1.51
H -0.16 -0.46 -2.07
H 1.01 -1.30 -1.17
```

---

No. 3
Below is one molecule with the formula C4H12N2O, with properties calculated with ωB97M-V/def2-TZVPD.

Output
**Gap between HOMO and LUMO**: 9.378 eV
**Energy**: -9369.4189 eV
**Relative energy (zero: lowest compared OMol25 entry of this formula, charge and spin)**: 40.9 kcal per mole

XYZ file:
```
19
C4H12N2O, DFT ωB97M-V/def2-TZVPD
N 1.56 1.16 1.07
C 0.79 -0.06 0.81
C 1.22 -0.65 -0.52
O 2.64 -0.71 -0.70
C -0.75 0.17 0.82
N -1.38 0.60 -0.39
C -2.00 -0.34 -1.27
H 1.39 1.44 2.03
H 1.16 1.93 0.52
H 0.99 -0.71 1.66
H 0.79 -1.64 -0.65
H 0.89 0.04 -1.30
H 3.02 -1.01 0.14
H -0.98 0.81 1.68
H -1.21 -0.78 1.11
H -1.68 1.55 -0.46
H -2.47 0.18 -2.10
H -2.73 -0.97 -0.75
H -1.25 -1.01 -1.70
```

---

No. 4
Below is C14H23HgN2PS as an isolated structure, with properties calculated with ωB97M-V/def2-TZVPD.

Output
**Gap between HOMO and LUMO (alpha / beta)**: 6.745 / 4.517 eV
**Energy**: -42162.5970 eV

XYZ file:
```
42
C14H23HgN2PS, DFT ωB97M-V/def2-TZVPD
C -2.73 0.22 -2.82
C -2.40 -0.97 -2.18
C -1.74 -0.98 -0.92
C -1.42 0.28 -0.35
C -1.47 1.43 -1.16
C -2.23 1.44 -2.34
C -1.56 -2.34 -0.27
C -0.23 -3.19 -0.42
N 1.05 -2.60 -0.59
Hg -1.52 0.83 1.79
C -0.70 2.68 -0.80
P 0.75 2.18 0.26
H -2.69 -1.93 -2.61
H -2.38 2.39 -2.86
H -3.34 0.20 -3.72
H -1.31 3.39 -0.22
H -0.28 3.16 -1.70
H -1.80 -2.29 0.80
H -2.32 -2.99 -0.75
H -0.16 -3.79 0.50
C 1.17 3.87 0.83
C 1.90 1.94 -1.17
H -0.42 -3.88 -1.26
C 1.41 -1.86 -1.77
C 2.07 -2.81 0.41
H -0.56 0.84 4.66
H 1.93 -2.50 -2.52
H 0.52 -1.41 -2.24
H 2.11 -1.06 -1.48
H 2.62 -3.76 0.29
H 2.80 -1.99 0.37
H 1.59 -2.86 1.41
H 2.04 2.88 -1.73
H 2.87 1.60 -0.78
H 1.50 1.17 -1.84
H 1.19 4.60 0.00
H 0.42 4.18 1.56
H 2.15 3.84 1.32
H 1.02 -0.09 4.71
S -0.24 -0.41 5.11
C 0.09 0.14 6.69
N 0.31 0.47 7.79
```

---

No. 5
Below is C31H36BN10OSSn as an isolated structure, with properties calculated with ωB97M-V/def2-TZVPD.

Output
**Charge**: +4
**Gap between HOMO and LUMO (alpha / beta)**: 5.669 / 4.448 eV
**Multiplicity**: 2
**Energy**: -66982.5118 eV

XYZ file:
```
81
C31H36BN10OSSn, DFT ωB97M-V/def2-TZVPD
Sn -0.03 0.63 0.71
C -0.87 2.36 3.96
C -0.32 0.99 4.15
C -0.25 0.25 5.38
C 0.30 -0.96 5.03
N 0.57 -0.95 3.71
N 0.17 0.25 3.17
B 1.17 -1.97 2.69
N 2.27 -1.24 1.91
C 3.61 -1.33 2.07
C 4.22 -0.45 1.22
C 3.19 0.19 0.54
C 3.28 1.26 -0.50
N 2.02 -0.30 0.97
N -0.02 -2.39 1.83
C -0.81 -3.49 1.94
C -1.91 -3.34 1.13
C -1.77 -2.09 0.54
C -2.72 -1.41 -0.39
N -0.63 -1.52 0.97
N 1.86 -3.22 3.37
C 2.43 -3.41 4.69
C 3.00 -4.62 4.73
C 2.81 -5.16 3.43
C 3.29 -6.42 2.87
N 2.09 -4.23 2.62
H -0.51 3.02 4.75
H -1.96 2.33 4.06
H -0.62 2.78 2.99
H -0.57 0.58 6.36
H 0.47 -1.83 5.66
H 4.07 -2.02 2.77
H 5.28 -0.28 1.10
H 4.13 1.08 -1.15
H 3.43 2.23 -0.03
H 2.37 1.31 -1.11
H -0.55 -4.31 2.59
H -2.71 -4.05 0.99
H -2.96 -2.06 -1.23
H -2.31 -0.47 -0.77
H -3.66 -1.20 0.12
H 2.40 -2.63 5.44
H 3.51 -5.09 5.56
H 3.66 -7.09 3.63
H 4.10 -6.21 2.16
H 2.51 -6.88 2.25
C -2.57 6.03 0.89
N -3.17 4.67 0.83
C -4.65 4.56 0.88
C -2.43 3.61 0.78
N -1.76 2.65 0.73
H -2.90 6.61 0.03
H -1.49 5.97 0.89
H -2.92 6.54 1.79
H -5.09 5.04 0.01
H -5.02 5.06 1.77
H -4.95 3.52 0.91
O -0.49 0.66 -1.82
S -1.23 1.15 -3.05
C -0.13 2.06 -4.10
C -0.58 3.28 -4.59
C 0.28 4.01 -5.40
C 1.54 3.51 -5.70
C 1.96 2.26 -5.23
C 1.12 1.52 -4.41
C -1.44 -0.20 -4.16
C -2.33 0.04 -5.28
C -2.43 -0.91 -6.24
C -1.70 -2.12 -6.10
C -0.81 -2.34 -4.98
C -0.72 -1.41 -3.99
H -1.56 3.66 -4.34
H -0.04 4.97 -5.79
H 2.22 4.09 -6.31
H 2.92 1.86 -5.51
H 1.43 0.55 -4.03
H -2.90 0.96 -5.34
H -3.09 -0.76 -7.09
H -1.83 -2.91 -6.83
H -0.20 -3.24 -4.95
H -0.10 -1.57 -3.12
```

---

No. 6
Below is C45H50BrN4O4PRu as an isolated structure, with properties calculated with ωB97M-V/def2-TZVPD.

Output
**Charge**: +1
**Gap between HOMO and LUMO (alpha / beta)**: 6.194 / 5.782 eV
**Multiplicity**: 2
**Energy**: -143535.6282 eV
**Relative energy (zero: lowest compared OMol25 entry of this formula, charge and spin)**: 19.4 kcal per mole

XYZ file:
```
106
C45H50BrN4O4PRu, DFT ωB97M-V/def2-TZVPD
Ru 1.68 -0.32 0.08
C 4.72 -1.65 -1.66
O 3.85 -0.54 -1.45
C 3.60 0.29 -2.49
C 4.27 0.21 -3.70
C 4.01 1.13 -4.70
C 3.09 2.15 -4.49
C 2.42 2.23 -3.29
C 2.63 1.28 -2.28
N 1.87 1.30 -1.07
N 0.98 2.23 -1.03
C 0.21 2.54 -0.01
C 0.24 1.89 1.28
O 1.12 1.04 1.58
C -0.75 2.23 2.26
C -1.69 3.16 1.99
C -1.73 3.89 0.75
C -2.70 4.86 0.51
C -2.73 5.56 -0.67
C -1.76 5.31 -1.64
C -0.80 4.34 -1.43
C -0.77 3.61 -0.24
H 4.32 -2.33 -2.41
H 4.78 -2.16 -0.70
H 5.72 -1.31 -1.96
H 5.00 -0.57 -3.88
H 4.53 1.05 -5.65
H 2.89 2.88 -5.27
H 1.70 3.01 -3.11
H -0.72 1.70 3.20
H -2.45 3.38 2.74
H -3.44 5.05 1.28
H -3.49 6.31 -0.84
H -1.76 5.87 -2.57
H -0.05 4.14 -2.19
C -5.36 -3.82 1.96
C -4.46 -2.99 2.90
C -3.88 -3.92 3.96
C -5.31 -1.92 3.60
C -3.37 -2.31 2.07
C -2.02 -2.52 2.28
C -1.12 -1.85 1.48
Br 0.74 -2.19 1.77
C -1.42 -0.94 0.45
O -0.49 -0.31 -0.22
C -2.81 -0.77 0.21
C -3.71 -1.44 1.03
C -3.41 0.08 -0.92
C -2.41 0.77 -1.85
C -4.29 1.18 -0.30
C -4.28 -0.83 -1.81
H -6.10 -4.37 2.55
H -4.76 -4.53 1.40
H -5.90 -3.18 1.25
H -4.69 -4.37 4.54
H -3.24 -3.38 4.66
H -3.31 -4.73 3.51
H -6.08 -2.39 4.21
H -5.79 -1.25 2.88
H -4.68 -1.31 4.26
H -1.67 -3.20 3.04
H -4.76 -1.28 0.85
H -1.80 1.51 -1.33
H -2.97 1.29 -2.64
H -1.74 0.05 -2.33
H -3.71 1.78 0.40
H -5.15 0.76 0.23
H -4.67 1.84 -1.08
H -3.67 -1.59 -2.28
H -4.76 -0.23 -2.59
H -5.07 -1.33 -1.24
N 0.56 -5.77 -0.48
C 0.45 -5.44 -1.79
O 0.34 -6.25 -2.68
C 0.48 -3.96 -2.08
C -0.27 -3.47 -3.14
C -0.22 -2.11 -3.42
C 0.58 -1.30 -2.64
N 1.32 -1.77 -1.63
C 1.28 -3.09 -1.38
H 0.52 -6.74 -0.24
H 0.50 -5.09 0.26
H -0.88 -4.14 -3.72
H -0.79 -1.69 -4.23
H 0.63 -0.24 -2.82
H 1.93 -3.44 -0.60
C 5.23 -0.69 1.84
P 3.59 0.13 1.81
C 3.17 0.07 3.57
C 4.06 1.86 1.48
C 3.75 2.89 2.36
C 4.10 4.20 2.04
C 4.74 4.48 0.84
C 5.04 3.45 -0.04
C 4.70 2.15 0.28
H 5.88 -0.19 2.57
H 5.71 -0.65 0.86
H 5.10 -1.73 2.13
H 3.98 0.53 4.14
H 3.06 -0.97 3.87
H 2.24 0.59 3.77
H 3.24 2.69 3.29
H 3.87 5.00 2.73
H 5.01 5.50 0.60
H 5.53 3.67 -0.98
H 4.93 1.35 -0.41
```